# 1
# C33H44N5O2

A 2-piece molecular cluster, C33H44N5O2 overall in a non-equilibrium geometry (wB97M-V/def2-TZVPD, OMol25).

Geometry as XYZ:
```
84
Properties=species:S:1:pos:R:3:lowdin_charge:R:1
C 3.58 -7.47 -2.23 -0.177
C 2.80 -6.29 -1.64 -0.126
N 2.16 -5.50 -2.69 -0.088
C 1.61 -4.27 -2.28 -0.193
C 0.23 -4.01 -2.38 0.011
C -0.29 -2.83 -1.87 0.013
C 0.56 -1.78 -1.40 -0.211
C 0.03 -0.54 -0.96 0.108
C 0.70 0.71 -1.11 -0.204
C 1.58 0.93 -2.21 0.005
C 2.18 2.16 -2.42 0.015
C 2.01 3.20 -1.47 -0.186
N 2.67 4.42 -1.59 -0.085
C 3.59 4.73 -0.50 -0.130
C 4.08 6.17 -0.57 -0.175
O 4.48 6.56 -1.89 -0.127
C 3.44 6.33 -2.84 -0.174
C 3.11 4.84 -2.92 -0.144
C 1.18 2.98 -0.34 0.018
C 0.48 1.79 -0.20 0.014
C 1.97 -2.05 -1.38 -0.002
C 2.47 -3.28 -1.75 0.013
C 1.40 -6.27 -3.67 -0.151
C 2.34 -7.32 -4.25 -0.174
O 2.83 -8.18 -3.22 -0.128
H 4.52 -7.08 -2.65 0.130
H 3.79 -8.21 -1.45 0.135
H 2.04 -6.71 -0.94 0.141
H 3.48 -5.65 -1.07 0.121
H -0.44 -4.76 -2.82 0.116
H -1.37 -2.67 -1.87 0.126
H -0.96 -0.53 -0.50 0.134
H 1.77 0.13 -2.93 0.128
H 2.82 2.31 -3.29 0.118
H 3.07 4.56 0.45 0.120
H 4.47 4.06 -0.55 0.141
H 3.28 6.83 -0.18 0.132
H 4.99 6.29 0.05 0.135
H 2.50 6.86 -2.58 0.135
H 3.83 6.70 -3.80 0.135
H 4.01 4.28 -3.24 0.135
H 2.30 4.68 -3.64 0.136
H 1.07 3.78 0.39 0.128
H -0.21 1.66 0.63 0.115
H 2.65 -1.27 -1.06 0.126
H 3.54 -3.50 -1.66 0.126
H 0.53 -6.77 -3.21 0.136
H 1.07 -5.59 -4.46 0.136
H 1.80 -7.98 -4.95 0.135
H 3.16 -6.79 -4.78 0.135
C -3.34 2.43 0.64 -0.075
N -4.40 1.47 0.92 -0.174
C -4.74 0.63 -0.23 -0.070
C -4.40 0.96 2.21 -0.367
N -3.39 1.32 2.95 0.072
C -2.94 0.57 4.07 -0.238
C -1.50 0.94 4.38 -0.221
C -1.19 2.18 4.95 -0.043
C 0.13 2.47 5.33 -0.084
C 1.14 1.53 5.10 -0.101
C 0.84 0.32 4.45 -0.099
C -0.47 0.04 4.08 -0.061
N -5.48 0.21 2.58 -0.131
C -6.73 0.30 1.84 -0.066
C -5.59 -0.43 3.88 -0.052
H -3.09 2.93 1.58 0.081
H -2.43 1.93 0.26 0.059
H -3.69 3.14 -0.11 0.089
H -5.36 -0.21 0.08 0.062
H -5.30 1.24 -0.95 0.096
H -3.83 0.25 -0.72 0.077
H -3.54 0.77 4.98 0.110
H -2.96 -0.52 3.88 0.103
H -2.00 2.91 5.10 0.118
H 0.35 3.43 5.81 0.102
H 2.17 1.74 5.41 0.098
H 1.62 -0.41 4.25 0.097
H -0.74 -0.89 3.55 0.105
H -6.75 1.20 1.21 0.094
H -6.88 -0.59 1.21 0.085
H -7.56 0.33 2.55 0.091
H -4.82 -1.20 4.00 0.083
H -5.52 0.29 4.71 0.095
H -6.57 -0.92 3.93 0.089
```

The charge is +1. For the LUMO energy, the calculation gives -4.9 eV. The value obtained for the calculated total energy is -1707.79477 hartree. The value obtained for the HOMO energy is -9.6299 eV. The value obtained for the orbital gap is 4.69 eV. The energy above the lowest of the compared OMol25 structures with the same formula, charge and spin comes out at 66.0 kJ/mol.

# 2
# C33H45BN5O4P2Ru

C33H45BN5O4P2Ru as an isolated structure in a non-equilibrium geometry (wB97M-V/def2-TZVPD, OMol25).

Geometry as XYZ:
```
91
Properties=species:S:1:pos:R:3:lowdin_charge:R:1
Ru -0.01 0.96 -0.16 0.597
C -1.28 4.39 2.58 -0.031
C -0.48 3.21 2.06 -0.507
O -0.90 2.68 1.03 -0.145
C 0.66 2.85 2.81 -0.062
C 1.58 1.83 2.57 -0.348
C 2.77 1.79 3.50 -0.050
N 1.46 0.93 1.59 -0.053
N 2.59 0.16 1.48 0.090
C 2.66 -0.84 0.77 -0.298
O 1.61 -1.32 0.01 0.121
C 3.92 -1.64 0.67 -0.132
C 4.11 -2.55 -0.36 -0.019
C 5.27 -3.32 -0.43 -0.077
C 6.25 -3.18 0.53 -0.095
C 6.07 -2.27 1.57 -0.078
C 4.91 -1.50 1.63 -0.021
H -2.10 4.60 1.90 0.070
H -0.64 5.28 2.66 0.079
H -1.67 4.18 3.57 0.080
H 0.87 3.46 3.67 0.088
H 2.67 2.55 4.28 0.068
H 3.69 1.95 2.94 0.075
H 2.85 0.81 3.97 0.075
H 3.35 -2.64 -1.13 0.116
H 5.40 -4.02 -1.24 0.103
H 7.15 -3.78 0.49 0.101
H 6.82 -2.17 2.33 0.102
H 4.76 -0.79 2.43 0.109
C 3.14 2.25 -2.12 -0.246
P 1.44 2.36 -1.44 0.806
C 1.52 4.01 -0.66 -0.253
C 0.47 2.66 -2.99 -0.371
C 0.52 3.85 -3.70 -0.087
C -0.30 4.06 -4.80 -0.087
C -1.18 3.07 -5.20 -0.090
C -1.21 1.86 -4.51 -0.089
C -0.38 1.65 -3.41 -0.379
P -0.35 0.11 -2.41 0.802
C -1.69 -0.90 -3.12 -0.268
C 1.09 -0.76 -3.16 -0.237
H 3.34 3.12 -2.76 0.041
H 3.27 1.35 -2.71 0.023
H 3.85 2.23 -1.30 0.044
H 2.07 4.74 -1.26 0.037
H 2.02 3.89 0.30 0.039
H 0.50 4.35 -0.47 0.043
H 1.19 4.65 -3.38 0.098
H -0.27 5.01 -5.34 0.101
H -1.83 3.23 -6.05 0.102
H -1.89 1.09 -4.84 0.089
H -2.67 -0.46 -2.92 0.034
H -1.66 -1.87 -2.62 0.037
H -1.56 -1.05 -4.19 0.041
H 1.04 -0.72 -4.25 0.051
H 1.08 -1.80 -2.83 0.037
H 2.01 -0.30 -2.82 0.010
C -1.83 -1.42 1.47 -0.058
N -3.13 -0.78 1.55 -0.149
C -3.68 -0.71 2.90 -0.055
C -3.39 0.24 0.65 -0.436
N -2.49 0.63 -0.18 0.091
N -4.68 0.77 0.72 -0.182
C -5.81 -0.15 0.66 -0.065
C -4.91 2.04 0.06 -0.073
H -1.82 -2.27 2.16 0.095
H -1.01 -0.75 1.74 0.077
H -1.65 -1.79 0.46 0.083
H -2.91 -0.38 3.61 0.093
H -4.03 -1.70 3.21 0.087
H -4.51 -0.01 2.95 0.078
H -2.84 1.30 -0.85 0.040
H -5.52 -1.13 1.02 0.081
H -6.18 -0.25 -0.37 0.088
H -6.64 0.22 1.28 0.087
H -4.05 2.69 0.19 0.087
H -5.78 2.52 0.50 0.088
H -5.10 1.92 -1.02 0.089
O 0.36 -3.32 -0.53 0.207
B 1.00 -2.48 0.38 -0.774
O 0.89 -2.96 1.69 0.229
C 0.15 -4.12 1.57 -0.202
C -0.27 -4.97 2.56 0.009
C -1.04 -6.07 2.16 -0.084
C -1.36 -6.29 0.82 -0.086
C -0.92 -5.41 -0.18 0.011
C -0.17 -4.34 0.23 -0.193
H -0.02 -4.79 3.60 0.125
H -1.39 -6.77 2.91 0.102
H -1.96 -7.15 0.55 0.102
H -1.16 -5.56 -1.22 0.122
```

The charge is 0. For the LUMO energy (alpha / beta), the calculation gives 0.6 / 0.6 eV. The value obtained for the calculated total energy is -2661.76447 hartree. The value obtained for the HOMO energy (alpha / beta) is -5.6819 / -5.4997 eV. The spin multiplicity is 2. As for the expectation value of S²: 0.77. The value obtained for the orbital gap (alpha / beta) is 6.29 / 6.11 eV. The energy above the lowest of the compared OMol25 structures with the same formula, charge and spin comes out at 229.3 kJ/mol.

# 3
# C33H45N2O3

A 5-piece molecular cluster, C33H45N2O3 overall in a non-equilibrium geometry (wB97M-V/def2-TZVPD, OMol25).

Geometry as XYZ:
```
83
Properties=species:S:1:pos:R:3:lowdin_charge:R:1
C 0.92 -3.46 -1.51 -0.089
C 1.94 -2.20 -1.77 -0.340
O 2.31 -1.60 -0.47 -0.165
C 3.31 -2.66 -2.63 -0.154
N 4.48 -2.43 -1.68 -0.124
C 4.97 -3.77 -1.10 -0.175
C 6.16 -3.40 -0.04 -0.149
O 5.86 -3.74 1.37 -0.115
C 4.94 -2.77 1.98 -0.275
C 4.23 -3.33 3.39 -0.023
N 3.00 -2.48 3.59 -0.008
C 3.18 -1.00 3.44 -0.097
C 4.47 -0.49 2.58 -0.139
O 5.52 -1.47 2.34 -0.125
H 1.17 -4.11 -0.57 0.079
H 0.83 -4.19 -2.44 0.098
H -0.15 -2.99 -1.34 0.073
H 1.33 -1.36 -2.35 0.145
H 1.49 -1.27 0.01 0.096
H 3.34 -1.93 -3.58 0.139
H 3.18 -3.79 -2.94 0.123
H 5.27 -1.96 -2.21 0.122
H 5.31 -4.53 -1.97 0.137
H 4.08 -4.24 -0.50 0.128
H 6.39 -2.25 -0.14 0.135
H 7.17 -3.97 -0.35 0.151
H 4.02 -2.59 1.24 0.161
H 5.00 -3.01 4.24 0.180
H 4.05 -4.49 3.37 0.168
H 2.67 -2.66 4.58 0.199
H 2.22 -2.84 2.97 0.196
H 2.21 -0.60 2.86 0.160
H 3.09 -0.52 4.53 0.164
H 4.97 0.40 3.21 0.161
H 4.19 -0.01 1.53 0.148
C -4.74 -1.80 -0.82 -0.092
C -4.16 -1.21 0.30 -0.093
C -2.91 -0.59 0.20 -0.102
C -2.26 -0.55 -1.04 -0.129
C -2.85 -1.13 -2.16 -0.112
C -4.08 -1.77 -2.05 -0.087
H -5.71 -2.29 -0.73 0.103
H -4.67 -1.24 1.26 0.104
H -2.45 -0.14 1.07 0.097
H -1.29 -0.06 -1.12 0.094
H -2.34 -1.10 -3.12 0.105
H -4.54 -2.23 -2.92 0.107
C 6.45 4.97 1.09 -0.089
C 6.99 3.73 1.44 -0.094
C 6.48 2.56 0.87 -0.110
C 5.43 2.64 -0.05 -0.110
C 4.89 3.88 -0.39 -0.096
C 5.40 5.04 0.18 -0.089
H 6.85 5.88 1.54 0.105
H 7.81 3.67 2.14 0.103
H 6.90 1.60 1.14 0.095
H 5.03 1.73 -0.49 0.092
H 4.07 3.93 -1.11 0.101
H 4.97 6.01 -0.08 0.104
C -4.50 4.32 -3.44 -0.095
C -5.87 4.29 -3.69 -0.091
C -6.62 3.18 -3.30 -0.085
C -6.01 2.10 -2.66 -0.113
C -4.64 2.14 -2.41 -0.093
C -3.88 3.24 -2.80 -0.092
H -3.91 5.18 -3.74 0.100
H -6.35 5.13 -4.18 0.103
H -7.69 3.15 -3.50 0.104
H -6.60 1.24 -2.36 0.098
H -4.16 1.30 -1.91 0.078
H -2.81 3.26 -2.61 0.097
C -7.03 1.82 0.69 -0.086
C -7.26 2.76 1.70 -0.088
C -8.02 2.41 2.82 -0.096
C -8.53 1.12 2.94 -0.097
C -8.29 0.18 1.93 -0.098
C -7.54 0.53 0.81 -0.101
H -6.45 2.10 -0.18 0.072
H -6.86 3.77 1.61 0.103
H -8.20 3.15 3.60 0.101
H -9.11 0.84 3.81 0.101
H -8.69 -0.83 2.03 0.100
H -7.36 -0.20 0.03 0.088
```

The charge is +1. For the LUMO energy, the calculation gives -3.4 eV. The value obtained for the calculated total energy is -1619.22796 hartree. The value obtained for the HOMO energy is -10.5343 eV. The value obtained for the orbital gap is 7.12 eV. The energy above the lowest of the compared OMol25 structures with the same formula, charge and spin comes out at 365.6 kJ/mol.